The following is a quantum chemistry calculation of 2 unconnected molecules or ions with the total composition C6H14O, from OMol25.

Geometry (Å):
C1 -3.3180 0.1218 0.3420
C2 -2.1108 0.7547 -0.2601
C3 -0.8317 0.4450 0.5218
C4 0.4190 0.4385 -0.3526
C5 1.6439 -0.1151 0.3697
C6 2.7816 -0.4041 -0.5915
O1 3.8719 -0.9126 0.1508
H1 -3.2488 -2.2837 0.6930
H2 -4.2888 0.5865 0.1730
H3 -3.2616 -0.5632 1.1534
H4 -1.9892 0.4588 -1.3136
H5 -2.2760 1.8488 -0.3198
H6 -0.7136 1.1540 1.3530
H7 -0.9553 -0.5485 0.9715
H8 0.6286 1.4492 -0.7337
H9 0.2120 -0.1858 -1.2341
H10 1.9935 0.5822 1.1414
H11 1.3817 -1.0497 0.8819
H12 2.4375 -1.1326 -1.3447
H13 3.0584 0.5173 -1.1311
H14 4.5659 -1.1617 -0.4703

Summary:
* highest occupied orbital energy (alpha / beta): -10.10 / -8.28 eV

=====

The following is a quantum chemistry calculation of 2 unconnected molecules or ions with the total composition C5H13NO in a non-equilibrium geometry, from OMol25.

Geometry (Å):
C1 -0.5974 -0.9951 1.2336
C2 0.4584 0.0028 0.7211
C3 -0.1291 1.0754 -0.1691
C4 -0.0737 2.3448 0.2054
C5 -0.7781 0.6537 -1.4583
N1 -1.6212 -0.3682 2.0046
H1 -0.9464 -1.5781 0.3733
H2 -0.0486 -1.7412 1.8035
H3 0.8822 0.4985 1.5911
H4 1.2079 -0.5931 0.1857
H5 -0.5277 3.1194 -0.4030
H6 0.4713 2.6608 1.0872
H7 -0.0250 0.2600 -2.1455
H8 -1.3315 1.4866 -1.8828
H9 -1.4779 -0.1717 -1.2984
H10 -1.9841 -0.8407 2.8207
H11 -2.3179 0.0872 1.4405
H12 3.3445 -1.5830 -2.5848
H13 2.2750 -2.1170 -1.6678
O1 3.2191 -2.2011 -1.8569

Summary:
* highest occupied orbital energy: -8.97 eV
* SMILES: C=C(C)CCN.O

=====

The following is a quantum chemistry calculation of a molecular structure, C21H27AsKN3O4S2 in a non-equilibrium geometry, from OMol25.

Geometry (Å):
K1 0.0188 0.0128 0.0237
C1 3.0722 0.2027 3.5572
C2 1.6892 0.1744 2.9216
O1 1.6470 -0.0070 1.6995
C3 0.5292 0.3533 3.7644
C4 0.7049 0.5313 5.1509
C5 -0.3431 0.7043 6.0171
C6 -1.6476 0.7076 5.5111
C7 -1.8703 0.5398 4.1754
C8 -0.8156 0.3551 3.2293
O2 -1.0994 0.2105 1.9983
H1 3.8074 0.0699 2.7670
H2 3.1857 -0.5963 4.2888
H3 3.2568 1.1505 4.0598
H4 1.7061 0.5328 5.5581
H5 -0.1666 0.8381 7.0752
H6 -2.4867 0.8450 6.1833
H7 -2.8796 0.5419 3.7793
O3 1.8168 6.4995 -4.9244
C9 0.5830 5.8681 -4.6181
N1 0.1620 6.2281 -3.3049
C10 0.3136 5.5400 -2.1325
O4 -0.2719 5.9041 -1.1318
C11 1.1010 4.2692 -2.1380
C12 2.4038 4.1609 -2.6173
C13 3.0532 2.9430 -2.4855
C14 2.3771 1.8891 -1.8922
N2 1.1401 1.9836 -1.4232
C15 0.5321 3.1524 -1.5275
H8 1.9968 6.4033 -5.8658
H9 0.6792 4.7790 -4.6766
H10 -0.1842 6.1939 -5.3293
H11 -0.3287 7.1027 -3.1935
H12 2.8975 5.0105 -3.0652
H13 4.0693 2.8133 -2.8285
H14 2.8525 0.9223 -1.7757
H15 -0.4741 3.2148 -1.1291
S1 2.1784 -4.5479 -0.6675
C16 1.2946 -4.2776 -2.1130
C17 0.6438 -3.0854 -2.0388
N3 0.8453 -2.3906 -0.8906
C18 1.6189 -3.0340 -0.0837
H16 1.2898 -4.9896 -2.9175
H17 0.0020 -2.6635 -2.7961
H18 1.9090 -2.6525 0.8820
C19 -3.3702 -1.4589 0.6028
As1 -3.4372 0.0714 -0.5810
C20 -5.2646 0.0271 -1.2515
C21 -3.3848 1.7088 0.4486
S2 -2.0930 0.0171 -2.1778
H19 -4.1248 -1.3381 1.3803
H20 -2.3908 -1.5264 1.0727
H21 -3.5825 -2.3501 0.0098
H22 -5.9764 0.0605 -0.4264
H23 -5.4110 -0.8867 -1.8269
H24 -5.4228 0.8822 -1.9083
H25 -4.1440 1.6625 1.2298
H26 -3.5979 2.5376 -0.2291
H27 -2.4084 1.8214 0.9159

Summary:
* highest occupied orbital energy: -6.92 eV

=====

The following is a quantum chemistry calculation of a molecular structure, C19H15BiCl3F3N3OS, from OMol25.

Geometry (Å):
Bi1 0.3287 0.2747 -0.3760
Cl1 -1.2885 0.4040 2.6191
C1 -1.4535 -1.3251 2.6831
C2 -1.5657 -1.8768 3.9492
C3 -1.8211 -3.2272 4.0937
C4 -2.0029 -4.0155 2.9725
C5 -1.8633 -3.4644 1.7110
Cl2 -2.1140 -4.4694 0.3340
C6 -1.5410 -2.1087 1.5296
S1 -1.3373 -1.5916 -0.1644
H1 -1.4695 -1.2376 4.8156
H2 -1.8884 -3.6577 5.0827
H3 -2.2541 -5.0627 3.0664
F1 7.4495 -0.3959 0.7454
C7 6.9943 -0.2269 -0.5008
F2 7.3001 1.0195 -0.8901
F3 7.6499 -1.0768 -1.3040
C8 5.5041 -0.4572 -0.5873
C9 4.7786 -0.8595 0.5220
C10 3.4126 -1.0296 0.3753
N1 2.7768 -0.8175 -0.7772
C11 3.4919 -0.4640 -1.8468
C12 4.8612 -0.2726 -1.8021
H4 5.2629 -1.0272 1.4726
H5 2.8015 -1.3402 1.2159
H6 2.9421 -0.3261 -2.7703
H7 5.4119 0.0167 -2.6863
N2 -5.3890 0.9331 -1.2364
C13 -5.1007 2.2372 -1.0105
O1 -5.9340 3.1149 -0.9793
C14 -3.6454 2.5695 -0.7743
C15 -3.2876 3.9101 -0.7188
C16 -1.9637 4.2572 -0.5025
C17 -1.0300 3.2505 -0.3653
N3 -1.3741 1.9586 -0.4104
C18 -2.6530 1.6216 -0.5945
H8 -6.3473 0.6961 -1.4331
H9 -4.6859 0.2460 -1.4387
H10 -4.0631 4.6567 -0.8318
H11 -1.6594 5.2920 -0.4438
H12 0.0180 3.4711 -0.1972
H13 -2.8659 0.5645 -0.5465
Cl3 -1.5197 0.3377 -3.3327
C19 0.0751 -0.0257 -2.6449
H14 0.7913 0.5998 -3.1711
H15 0.2673 -1.0758 -2.8509

Summary:
* highest occupied orbital energy: -11.69 eV
* total charge: +1